*A*
This record from the OMol25 dataset describes 5 unconnected molecules or ions with the total composition C4H16O4. The level of theory is the ωB97M-V functional and the def2-TZVPD basis.

Results
Charge: 0
Structure (SMILES): C=CCC.O.O.O.O

XYZ file:
```
24
C4H16O4 (the ωB97M-V functional and the def2-TZVPD basis)
C 0.599 0.349 -2.028
C 0.002 0.095 -0.848
C -0.491 -1.261 -0.443
C -1.670 -1.163 0.498
H 1.013 1.275 -2.372
H 0.795 -0.589 -2.550
H -0.107 0.910 -0.085
H -0.737 -1.847 -1.339
H 0.449 -1.761 -0.022
H -2.517 -0.588 0.053
H -2.015 -2.219 0.687
H -1.543 -0.839 1.526
O 1.702 -1.160 2.651
H 1.435 -1.122 3.571
H 1.357 -0.435 2.122
O -2.762 0.337 -3.280
H -3.235 0.309 -2.442
H -1.858 0.099 -3.052
O 0.298 1.699 1.990
H 0.954 1.986 1.362
H -0.371 2.301 2.316
O 2.695 0.935 0.696
H 2.720 1.832 1.042
H 3.285 0.856 -0.055
```

---

*B*
This record from the OMol25 dataset describes 4 unconnected molecules or ions with the total composition C4H16O4. The level of theory is the ωB97M-V functional and the def2-TZVPD basis.

Results
Charge: 0
Structure (SMILES): CO.CO.CO.CO

XYZ file:
```
24
C4H16O4 (the ωB97M-V functional and the def2-TZVPD basis)
C 14.136 -0.034 10.736
O 14.110 -1.431 11.120
H 15.158 0.348 10.738
H 13.777 0.117 9.718
H 13.639 0.648 11.425
H 14.607 -1.911 10.454
C 19.070 1.465 15.016
O 17.739 1.211 14.560
H 19.674 1.037 14.216
H 19.373 2.499 15.180
H 19.420 0.767 15.776
H 17.345 0.574 15.161
C 14.874 5.706 15.228
O 14.847 6.519 14.108
H 14.478 4.699 15.096
H 15.857 5.531 15.665
H 14.181 6.076 15.984
H 15.336 6.112 13.389
C 19.091 4.902 10.856
O 17.732 4.546 11.309
H 19.678 5.275 11.695
H 19.586 4.036 10.416
H 19.073 5.637 10.051
H 17.771 3.878 11.997
```

---

Which structure is most stable, and how do the rest compare? From most to least stable: *A*, *B*.

---

*A*
This record from the OMol25 dataset describes a molecular structure, C4H14N2O. The level of theory is the ωB97M-V functional and the def2-TZVPD basis.

Results
Spin multiplicity: 2
Charge: +3

XYZ file:
```
21
C4H14N2O (the ωB97M-V functional and the def2-TZVPD basis)
C 0.320 1.649 -0.944
C 0.874 1.402 0.459
C 0.218 0.361 1.395
C 1.093 -1.904 1.087
N 0.163 -1.165 0.712
N 0.164 0.427 -1.818
H -0.714 2.104 -0.820
H 0.967 2.280 -1.557
H 1.955 1.171 0.360
H 0.852 2.382 0.980
H 0.725 0.240 2.323
H -0.845 0.406 1.531
H 1.983 -1.644 1.694
H 1.174 -2.988 0.865
H -1.199 -1.299 0.493
H 0.982 -0.197 -1.799
H 0.085 0.717 -2.808
H -0.672 -0.142 -1.572
H -2.761 -1.801 -0.768
H -3.072 -0.808 0.322
O -2.290 -1.191 -0.136
```

---

*B*
This record from the OMol25 dataset describes 2 unconnected molecules or ions with the total composition C4H14N2O. The level of theory is the ωB97M-V functional and the def2-TZVPD basis.

Results
Spin multiplicity: 2
Charge: +3

XYZ file:
```
21
C4H14N2O (the ωB97M-V functional and the def2-TZVPD basis)
C -1.529 -0.018 0.519
C -0.122 0.462 1.068
C 1.232 -0.018 0.745
C 1.388 -1.337 0.315
N 2.582 -2.117 0.537
N -1.654 -0.111 -0.982
H -1.755 -0.992 0.976
H -2.253 0.675 0.948
H -0.044 1.530 0.710
H -0.293 0.465 2.172
H 2.125 0.520 1.090
H 0.522 -1.903 -0.002
H 2.573 -2.628 1.451
H 2.899 -2.758 -0.216
H 3.447 -1.558 0.724
H -2.618 -0.432 -1.145
H -1.496 0.817 -1.434
H -1.026 -0.811 -1.360
H -1.023 3.180 -2.305
H -2.008 3.161 -1.040
O -1.416 2.627 -1.587
```

---

Which structure is most stable, and how do the rest compare? From most to least stable: *B*, *A*.

---

*A*
This record from the OMol25 dataset describes 2 unconnected molecules or ions with the total composition C5H12NO. The level of theory is the ωB97M-V functional and the def2-TZVPD basis.

Results
Spin multiplicity: 2
Charge: 0

XYZ file:
```
19
C5H12NO (the ωB97M-V functional and the def2-TZVPD basis)
C -2.521 -0.670 1.136
C -1.247 -0.268 0.402
N -1.426 0.979 -0.275
C 1.104 1.176 -0.594
C -0.309 1.373 -1.107
C 2.092 0.420 -1.484
O 3.168 0.037 -1.148
H -2.680 0.034 1.946
H -2.470 -1.684 1.531
H -3.384 -0.590 0.476
H -0.400 -0.295 1.098
H -1.020 -1.066 -0.329
H 2.908 -2.021 2.457
H 1.608 1.914 0.015
H 1.065 0.056 -0.361
H 2.690 -2.676 2.178
H -0.311 0.800 -2.054
H 1.655 0.091 -2.452
H -0.525 2.391 -1.434
```

---

*B*
This record from the OMol25 dataset describes 2 unconnected molecules or ions with the total composition C5H12NO. The level of theory is the ωB97M-V functional and the def2-TZVPD basis.

Results
Spin multiplicity: 2
Charge: 0

XYZ file:
```
19
C5H12NO (the ωB97M-V functional and the def2-TZVPD basis)
O -0.761 -2.500 2.970
C -0.806 -1.309 3.096
C -0.573 -0.355 1.952
H -1.038 -0.854 4.074
H 0.510 -0.247 1.832
H -0.985 0.619 2.211
H -1.048 -0.733 1.050
C 0.736 1.391 -3.290
C 0.442 1.105 -1.858
C -0.251 1.834 -0.931
N 0.897 -0.256 -1.476
H 0.310 2.367 -3.517
H 1.820 1.478 -3.465
H 0.283 0.655 -3.960
H -0.329 1.592 0.119
H -0.784 2.727 -1.216
H 1.915 -0.434 -1.663
H 0.372 -0.953 -1.990
H 0.760 -0.438 -0.480
```

---

Which structure is most stable, and how do the rest compare? From most to least stable: *A*, *B*.

---

*A*
This record from the OMol25 dataset describes 2 unconnected molecules or ions with the total composition CHIS2. The level of theory is the ωB97M-V functional and the def2-TZVPD basis.

Results
Charge: 0

XYZ file:
```
5
CHIS2 (the ωB97M-V functional and the def2-TZVPD basis)
C -0.139 1.215 -1.303
S -1.363 2.317 -1.069
S -1.270 0.751 -2.432
I 1.994 1.445 -1.773
H -0.210 -0.342 -0.130
```

---

*B*
This record from the OMol25 dataset describes 2 unconnected molecules or ions with the total composition CHIS2. The level of theory is the ωB97M-V functional and the def2-TZVPD basis.

Results
Charge: 0

XYZ file:
```
5
CHIS2 (the ωB97M-V functional and the def2-TZVPD basis)
C 0.285 -2.618 0.908
S 0.815 1.425 -0.235
S -0.432 -3.075 -0.339
I -1.565 1.396 0.185
H 0.896 2.872 -0.519
```

---

Which structure is most stable, and how do the rest compare? From most to least stable: *B*, *A*.

---

*A*
This record from the OMol25 dataset describes 2 unconnected molecules or ions with the total composition C3H7PS. The level of theory is the ωB97M-V functional and the def2-TZVPD basis.

Results
Charge: 0

XYZ file:
```
12
C3H7PS (the ωB97M-V functional and the def2-TZVPD basis)
C -1.232 -0.042 0.489
C 0.801 1.250 -0.285
C -0.032 -0.007 -0.347
P 0.993 -1.542 -0.095
S -2.706 -0.443 -0.062
H -1.117 0.204 1.542
H 1.745 1.104 -0.804
H 0.274 2.089 -0.732
H 1.017 1.489 0.757
H -0.692 -0.223 -1.714
H -0.080 -2.434 -0.055
H 1.028 -1.446 1.306
```

---

*B*
This record from the OMol25 dataset describes 2 unconnected molecules or ions with the total composition C3H7PS. The level of theory is the ωB97M-V functional and the def2-TZVPD basis.

Results
Charge: 0

XYZ file:
```
12
C3H7PS (the ωB97M-V functional and the def2-TZVPD basis)
C 2.822 0.209 0.025
C 1.539 0.447 0.124
C 0.534 -0.285 -0.515
P -3.929 0.426 -0.099
S -1.044 -0.491 0.057
H 3.515 0.913 0.455
H 3.126 -0.199 -0.872
H 1.172 1.069 0.906
H 0.823 -1.050 -1.214
H -3.606 -0.647 1.015
H -3.984 -0.616 -1.048
H -0.968 0.224 1.166
```

---

*C*
This record from the OMol25 dataset describes 2 unconnected molecules or ions with the total composition C3H7PS. The level of theory is the ωB97M-V functional and the def2-TZVPD basis.

Results
Charge: 0
Structure (SMILES): C#P.CSC

XYZ file:
```
12
C3H7PS (the ωB97M-V functional and the def2-TZVPD basis)
C 2.896 1.705 0.596
P 3.429 0.262 0.331
H 2.659 2.763 0.754
C -1.808 0.615 -0.199
S -0.535 -0.228 -1.180
C -0.139 -1.657 -0.226
H -2.814 0.154 -0.323
H -1.743 1.670 -0.472
H -1.366 0.477 0.766
H 0.797 -1.832 0.239
H -0.458 -2.503 -0.784
H -0.917 -1.426 0.497
```

---

Which structure is most stable, and how do the rest compare? From most to least stable: *A*, *C*, *B*.

---

*A*
This record from the OMol25 dataset describes C25H22FNO4 in the gas phase. The level of theory is the ωB97M-V functional and the def2-TZVPD basis.

Results
Charge: 0
Structure (SMILES): COC(=O)c1ccc([C@@H]2[C@@H](Oc3ccccc3)C(=O)N2CCc2ccc(F)cc2)cc1

XYZ file:
```
53
C25H22FNO4 (the ωB97M-V functional and the def2-TZVPD basis)
C -5.718 -3.460 -0.290
O -4.471 -2.793 -0.411
C -3.950 -2.316 0.726
O -4.481 -2.442 1.803
C -2.660 -1.615 0.512
C -1.941 -1.197 1.628
C -0.755 -0.509 1.474
C -0.282 -0.206 0.201
C 0.976 0.582 0.016
C 2.318 -0.142 0.317
O 3.151 -0.181 -0.802
C 4.393 -0.753 -0.679
C 5.080 -0.967 -1.872
C 6.337 -1.535 -1.853
C 6.922 -1.898 -0.650
C 6.240 -1.679 0.533
C 4.978 -1.106 0.529
C 2.525 0.974 1.370
O 3.375 1.263 2.168
N 1.326 1.519 1.078
C 0.614 2.617 1.673
C -0.026 3.541 0.631
C -1.186 2.895 -0.077
C -1.187 2.752 -1.459
C -2.244 2.144 -2.113
C -3.305 1.673 -1.364
F -4.330 1.060 -1.991
C -3.344 1.815 0.011
C -2.282 2.433 0.643
C -0.988 -0.650 -0.912
C -2.166 -1.354 -0.763
H -5.627 -4.316 0.382
H -5.988 -3.785 -1.291
H -6.474 -2.780 0.109
H -2.333 -1.421 2.609
H -0.192 -0.200 2.342
H 0.998 1.045 -0.975
H 2.193 -1.135 0.769
H 4.608 -0.679 -2.799
H 6.864 -1.697 -2.782
H 7.905 -2.344 -0.637
H 6.691 -1.949 1.476
H 4.477 -0.914 1.464
H 1.351 3.166 2.265
H -0.161 2.238 2.350
H -0.377 4.435 1.153
H 0.731 3.848 -0.092
H -0.353 3.125 -2.036
H -2.251 2.031 -3.185
H -4.191 1.446 0.566
H -2.315 2.560 1.715
H -0.609 -0.435 -1.900
H -2.719 -1.688 -1.627
```

---

*B*
This record from the OMol25 dataset describes C25H22FNO4 in the gas phase. The level of theory is the ωB97M-V functional and the def2-TZVPD basis.

Results
Charge: 0
Structure (SMILES): COC(=O)c1ccc([C@@H]2[C@@H](Oc3ccccc3)C(=O)N2CCc2ccc(F)cc2)cc1

XYZ file:
```
53
C25H22FNO4 (the ωB97M-V functional and the def2-TZVPD basis)
C 2.301 5.377 -3.073
O 1.659 4.197 -2.617
C 1.052 4.289 -1.426
O 0.992 5.308 -0.785
C 0.477 2.992 -0.985
C 0.009 2.885 0.319
C -0.475 1.682 0.793
C -0.512 0.563 -0.030
C -1.011 -0.778 0.437
C -1.304 -1.025 1.944
O -2.617 -1.162 2.382
C -3.443 -2.148 1.911
C -3.063 -3.226 1.124
C -4.011 -4.156 0.727
C -5.334 -4.025 1.104
C -5.713 -2.952 1.895
C -4.779 -2.019 2.295
C -0.307 -2.197 1.817
O 0.113 -3.063 2.536
N -0.007 -1.843 0.545
C 0.890 -2.462 -0.394
C 2.363 -2.235 -0.015
C 2.752 -0.792 -0.151
C 2.633 0.078 0.925
C 2.970 1.414 0.799
C 3.428 1.869 -0.423
F 3.764 3.170 -0.557
C 3.553 1.031 -1.514
C 3.210 -0.300 -1.368
C -0.094 0.693 -1.352
C 0.409 1.887 -1.827
H 1.605 6.218 -3.062
H 2.638 5.170 -4.086
H 3.149 5.612 -2.427
H 0.044 3.759 0.953
H -0.840 1.629 1.807
H -1.855 -1.090 -0.195
H -0.875 -0.257 2.592
H -2.036 -3.372 0.833
H -3.702 -4.994 0.119
H -6.064 -4.755 0.789
H -6.743 -2.840 2.201
H -5.054 -1.179 2.912
H 0.687 -2.061 -1.388
H 0.692 -3.541 -0.400
H 2.501 -2.570 1.014
H 2.980 -2.853 -0.668
H 2.280 -0.296 1.875
H 2.886 2.097 1.629
H 3.914 1.421 -2.452
H 3.309 -0.969 -2.211
H -0.168 -0.150 -2.022
H 0.745 1.972 -2.848
```

---

Which structure is most stable, and how do the rest compare? From most to least stable: *A*, *B*.

---

*A*
This record from the OMol25 dataset describes CHNO2S in the gas phase. The level of theory is the ωB97M-V functional and the def2-TZVPD basis.

Results
Charge: 0
Structure (SMILES): O=[N+]([O-])C=S

XYZ file:
```
6
CHNO2S (the ωB97M-V functional and the def2-TZVPD basis)
O 1.430 0.970 0.098
N 0.240 0.739 -0.009
O -0.640 1.562 -0.105
C -0.081 -0.639 -0.013
S -1.706 -1.314 0.017
H 0.757 -1.318 0.011
```

---

*B*
This record from the OMol25 dataset describes 2 unconnected molecules or ions with the total composition CHNO2S. The level of theory is the ωB97M-V functional and the def2-TZVPD basis.

Results
Charge: 0

XYZ file:
```
6
CHNO2S (the ωB97M-V functional and the def2-TZVPD basis)
C -0.189 -0.687 0.036
N 0.233 0.731 0.117
O 0.817 1.136 1.111
O -0.118 1.510 -0.752
S 0.578 -2.017 0.365
H -1.320 -0.674 -0.876
```

---

Which structure is most stable, and how do the rest compare? From most to least stable: *A*, *B*.

---

*A*
This record from the OMol25 dataset describes C4H6F2 in the gas phase. The level of theory is the ωB97M-V functional and the def2-TZVPD basis.

Results
Charge: 0
Structure (SMILES): C/C=C(\F)CF

XYZ file:
```
12
C4H6F2 (the ωB97M-V functional and the def2-TZVPD basis)
C -1.741 -0.471 -0.097
C -0.370 -0.638 0.133
C 0.421 0.498 0.153
F -0.026 1.767 -0.023
C 1.891 0.486 0.005
F 2.089 -0.916 -0.071
H -2.413 -0.448 0.922
H -2.108 0.461 -0.350
H -2.223 -1.057 -0.716
H -0.096 -1.538 0.092
H 2.422 0.699 0.916
H 2.153 1.155 -0.964
```

---

*B*
This record from the OMol25 dataset describes a molecular structure, C4H6F2. The level of theory is the ωB97M-V functional and the def2-TZVPD basis.

Results
Charge: 0

XYZ file:
```
12
C4H6F2 (the ωB97M-V functional and the def2-TZVPD basis)
C -0.477 0.078 -0.975
C 0.945 -0.045 -0.470
C 0.512 -0.327 0.952
C -0.779 0.322 0.505
H -0.875 -0.809 -1.286
H 1.706 -0.754 -0.861
H 1.351 0.939 -0.656
H 1.126 0.060 1.840
H 0.343 -1.377 1.094
H -1.111 1.326 0.740
F -0.919 1.084 -1.828
F -1.823 -0.498 0.944
```

---

Which structure is most stable, and how do the rest compare? From most to least stable: *B*, *A*.

---

*A*
This record from the OMol25 dataset describes C4H6F2 in the gas phase. The level of theory is the ωB97M-V functional and the def2-TZVPD basis.

Results
Charge: 0
Structure (SMILES): C[C@@H]1CC1(F)F

XYZ file:
```
12
C4H6F2 (the ωB97M-V functional and the def2-TZVPD basis)
C 1.366 -0.337 0.162
C 0.098 0.064 -0.614
C -0.669 0.896 0.340
C -1.304 -0.499 -0.245
F -2.387 -0.585 -1.007
F -1.256 -1.565 0.556
H 0.993 -1.008 1.099
H 2.073 -1.170 -0.246
H 2.012 0.493 0.564
H 0.155 0.840 -1.474
H -1.128 1.772 -0.313
H 0.047 1.099 1.176
```

---

*B*
This record from the OMol25 dataset describes C4H6F2 in the gas phase. The level of theory is the ωB97M-V functional and the def2-TZVPD basis.

Results
Charge: 0
Structure (SMILES): CC/C(F)=C/F

XYZ file:
```
12
C4H6F2 (the ωB97M-V functional and the def2-TZVPD basis)
C -0.806 -0.213 2.348
C 0.284 0.441 1.335
C 0.096 0.023 -0.105
F -1.154 -0.165 -0.510
C 1.052 0.091 -1.029
F 0.716 -0.193 -2.307
H -0.916 -1.305 2.391
H -1.827 0.165 2.147
H -0.689 0.208 3.362
H 0.106 1.511 1.517
H 1.334 0.325 1.520
H 2.181 0.268 -0.875
```

---

Which structure is most stable, and how do the rest compare? From most to least stable: *B*, *A*.